Here is a molecular structure, C40H50As3Cl4MoN4O6S2 from OMol25. Energies are from ωB97M-V with the def2-TZVPD basis set.

Geometry as ORCA input:
```
! wB97M-V def2-TZVPD RIJCOSX def2/J DEFGRID3
* xyz 1 3
Mo -0.86245 -0.84558 0.77516
O -3.45786 -1.45900 3.23472
S -3.03140 -0.11134 3.40647
O -2.68195 0.18009 4.77063
N -1.65457 0.09427 2.47887
C -0.85597 1.16786 3.01210
C -1.28440 2.19830 3.78236
C -0.34383 3.09026 4.34058
C 0.98354 3.00012 4.04392
C 1.41291 2.10902 3.07352
C 2.73566 2.08885 2.59077
C 3.04454 1.11496 1.63881
C 2.00833 0.35173 1.09971
N 0.76525 0.30087 1.54877
C 0.45655 1.18756 2.53327
C -4.26467 1.05604 2.86018
C -4.44895 1.30039 1.49834
C -5.24551 2.38996 1.10395
C -5.78756 3.20105 2.14538
C -5.83350 2.79111 3.45958
C -4.95434 1.71094 3.80184
H -2.30545 2.50643 4.03476
H -0.72068 3.84190 4.98819
H 1.74903 3.69191 4.42944
H 3.51882 2.80225 2.87007
H 4.05009 0.99374 1.22107
H 2.32716 -0.26584 0.29683
H -3.95267 0.74640 0.72974
H -5.41150 2.57705 0.07072
H -6.31987 4.13107 1.93640
H -6.35992 3.39555 4.16409
H -4.85720 1.34442 4.84632
C 3.54736 -3.07262 -2.61292
As 3.27190 -1.31852 -1.73198
C 5.25980 -0.82696 -1.95663
C 2.55025 -0.13762 -3.23632
C 1.90666 1.24515 -2.99498
C 2.77051 2.01827 -2.08931
C 0.39410 1.18507 -2.53089
As -0.36084 1.40563 -0.79647
C 0.49062 2.95885 -0.03384
C -1.99452 2.28101 -1.22663
C 1.83017 1.90561 -4.34873
As 1.80200 3.82173 -4.79855
C 1.08600 4.85010 -3.19939
C 3.62806 4.58277 -4.83550
H 4.40990 -3.08771 -3.34919
H 2.54750 -3.36915 -3.05707
H 3.87627 -3.73300 -1.86487
H 5.76298 -1.64746 -2.41376
H 5.55749 -0.76198 -0.91125
H 5.42699 0.11292 -2.42998
H 1.82839 -0.73256 -3.80800
H 3.39271 0.02797 -3.88570
H 2.69520 1.55514 -1.08450
H 2.42583 3.03461 -2.01039
H 3.76040 1.97248 -2.55115
H -0.00519 0.27079 -2.90216
H -0.11516 1.99517 -3.08977
H 0.50234 3.64597 -0.90235
H 1.47274 2.88438 0.40137
H -0.21516 3.31611 0.69867
H -1.93321 3.35625 -1.45063
H -2.37436 2.31654 -0.23318
H -2.63432 1.85330 -1.94033
H 0.90067 1.64541 -4.82566
H 2.65491 1.48019 -4.98728
H 0.19174 4.41977 -2.76854
H 0.80803 5.77477 -3.64641
H 1.88255 4.92817 -2.40002
H 4.41994 3.90344 -4.87495
H 3.97867 5.19484 -3.96409
H 3.62745 5.28191 -5.70166
Cl -7.05269 -2.67551 -1.81012
C -5.46141 -2.61161 -1.03010
C -5.19408 -3.55850 -0.09205
Cl -6.46451 -4.66065 0.28391
C -4.00478 -3.62825 0.66827
Cl -3.81201 -4.84210 1.85803
C -3.09452 -2.61556 0.48640
O -1.88281 -2.52005 1.10586
C -3.37223 -1.56949 -0.37382
O -2.44837 -0.59663 -0.44042
C -4.51165 -1.57164 -1.14511
Cl -4.62209 -0.27348 -2.30468
C -0.93716 -2.84751 -2.83883
S 0.20116 -3.17919 -1.58524
C -0.68244 -4.41903 -0.59219
O 0.19652 -1.77540 -0.88325
H -1.90132 -2.59017 -2.44406
H -0.88886 -3.60413 -3.58608
H -0.57201 -1.94167 -3.24463
H -0.51815 -5.42326 -0.96729
H -1.72412 -4.18649 -0.69620
H -0.27377 -4.41807 0.41001
N 4.11216 -3.98048 0.97832
C 3.52152 -4.35877 2.22036
O 3.98653 -5.33378 2.75012
C 2.28465 -3.61262 2.57701
C 1.66592 -4.06961 3.71746
C 0.35341 -3.68480 4.02765
C -0.25533 -2.72867 3.29556
N 0.34598 -2.25703 2.16871
C 1.55508 -2.72356 1.77870
H 4.97992 -4.50721 0.81580
H 4.27266 -2.99937 0.73317
H 2.20051 -4.66964 4.47170
H -0.08312 -4.07050 4.94159
H -1.28110 -2.35312 3.57399
H 1.91755 -2.36152 0.72986
*
```

## Properties
ΔE to the lowest compared entry with this formula, charge and spin ... 43.62 kcal/mol
Strongest force on any atom ... 3.5 eV/Å
Orbital gap (alpha / beta) ... 6.73 / 6.91 eV
Lowest unoccupied orbital energy (alpha / beta) ... -3.3 / -3.5 eV
E ... -316660.8776 eV